[1]
7
Properties=species:S:1:pos:R:3:forces:R:3:lowdin_charge:R:1 method="wB97M-V/def2-TZVPD" largest_force_ev_per_a=3.9 spin_multiplicity=1 smiles="O=PO.SBr" relative_energy_kcal_mol=47.3 homo_lumo_gap_ev=8.79 lumo_energy_ev=-0.705
O -0.173 -2.984 -0.026 0.865 -0.904 1.182 -0.446
P -0.887 -2.104 -0.907 -1.307 1.965 -0.948 0.732
O -1.292 -0.726 -0.088 -1.579 1.834 -1.821 -0.407
H -1.859 0.018 -0.611 2.073 -2.845 1.598 0.124
S 2.081 1.950 0.899 -0.302 -0.738 0.185 0.104
Br 0.710 3.108 -0.396 0.096 -0.570 0.323 0.077
H 1.418 0.738 1.128 0.154 1.257 -0.519 -0.184

[2]
8
Properties=species:S:1:pos:R:3:forces:R:3:lowdin_charge:R:1 method="wB97M-V/def2-TZVPD" charge=+1 largest_force_ev_per_a=9.9 spin_multiplicity=1 smiles="N[C@@H]1O[N+]1=O" relative_energy_kcal_mol=103.5 homo_lumo_gap_ev="8.75 / 8.75" lumo_energy_ev="-8.082 / -8.082"
N -0.663 -0.943 0.593 1.819 4.803 0.032 0.181
C 0.475 0.041 0.280 -1.922 -9.301 2.614 -0.179
O 0.413 1.377 0.542 -0.465 3.244 1.462 0.295
N 0.396 0.976 -0.710 -1.154 2.862 -3.211 -0.047
O 0.052 1.533 -1.668 0.718 -0.586 0.409 0.368
H -0.447 -1.750 0.109 0.862 -2.479 -0.868 0.065
H -1.623 -0.711 0.334 0.292 0.688 0.107 0.117
H 1.397 -0.523 0.520 -0.149 0.769 -0.546 0.199

[3]
29
Properties=species:S:1:pos:R:3:forces:R:3:lowdin_charge:R:1 method="wB97M-V/def2-TZVPD" charge=+1 largest_force_ev_per_a=6.4 spin_multiplicity=1 relative_energy_kcal_mol=101.3 homo_lumo_gap_ev=8.41 lumo_energy_ev=-4.057
C 0.919 -1.978 -0.538 0.768 -0.222 -0.645 -0.072
C -0.087 -2.098 0.519 -0.125 -0.878 1.868 -0.074
C -1.920 0.972 0.830 -1.370 -2.205 0.055 -0.043
C -0.939 1.799 0.488 -1.113 -1.683 1.193 -0.056
C 1.843 -1.028 -0.621 1.927 0.741 -1.912 -0.070
C -1.152 -1.308 0.484 1.761 -1.348 0.650 0.018
C -2.124 -0.458 0.424 -0.303 0.215 0.212 -0.298
C 0.263 1.545 -0.416 -0.763 1.698 0.320 -0.228
C 1.486 1.146 0.362 -2.305 -2.747 -2.741 0.078
C -3.550 -0.823 -0.032 -0.009 3.437 5.422 -0.001
C -0.292 0.957 -1.747 -1.153 -1.502 4.899 0.013
C 3.345 -0.155 1.055 1.047 0.385 1.828 0.008
N 2.164 0.061 0.295 -2.972 -0.343 -0.447 -0.099
H 0.969 -2.786 -1.289 0.067 0.563 0.231 0.136
H 0.214 -2.927 1.345 -1.207 2.204 -1.722 0.173
H -2.866 1.211 1.375 1.238 0.944 -0.255 0.140
H -1.202 2.719 0.906 0.723 2.007 0.202 0.097
H 2.662 -0.876 -1.422 -1.639 -1.212 0.904 0.175
H 0.448 2.651 -0.531 0.655 -0.926 -0.760 0.162
H 1.775 1.871 0.992 1.422 2.343 2.530 0.125
H -3.952 0.208 -0.234 -0.472 -1.449 -0.140 0.099
H -4.097 -1.336 0.877 0.874 1.000 -2.084 0.142
H -3.441 -1.386 -0.837 -0.287 -2.670 -3.618 0.023
H -1.119 0.247 -1.513 0.964 0.527 -0.592 0.099
H 0.425 0.570 -2.310 2.963 -1.985 -2.484 0.035
H -0.631 1.777 -2.195 -1.816 3.163 -2.135 0.052
H 3.735 -1.150 0.841 0.135 0.335 -0.034 0.111
H 3.132 -0.084 2.162 0.234 -0.021 -1.210 0.140
H 3.990 0.658 0.728 0.755 -0.371 0.464 0.115

[4]
66
Properties=species:S:1:pos:R:3:forces:R:3:lowdin_charge:R:1 method="wB97M-V/def2-TZVPD" largest_force_ev_per_a=3.5 spin_multiplicity=1 smiles=c1ccccc1.c1ccccc1.c1ccccc1.c1ccccc1.CO.CO.CO homo_lumo_gap_ev=9.84 lumo_energy_ev=0.683
C -1.747 -1.568 -4.722 -0.233 -0.871 -0.956 -0.099
C -0.574 -1.837 -5.437 -0.352 -1.205 -1.137 -0.108
C 0.586 -1.116 -5.238 1.688 -0.321 -0.726 -0.137
C 0.581 -0.124 -4.288 -0.395 1.899 0.989 -0.121
C -0.631 0.203 -3.596 1.612 -0.388 -1.025 -0.075
C -1.793 -0.532 -3.831 1.379 1.265 0.467 -0.098
H -2.664 -2.130 -4.918 0.397 0.057 -0.072 0.105
H -0.556 -2.609 -6.248 -0.250 0.617 0.970 0.113
H 1.557 -1.307 -5.832 -1.859 0.159 0.957 0.135
H 1.497 0.519 -4.165 -1.080 -0.757 0.082 0.114
H -0.645 1.072 -2.952 -0.047 -0.099 0.045 0.083
H -2.654 -0.149 -3.339 -0.831 -0.331 0.299 0.086
C 3.488 -4.277 -1.320 0.937 0.219 0.351 -0.113
C 2.286 -3.814 -1.782 -0.461 2.361 -0.567 -0.083
C 2.161 -2.426 -2.174 -1.171 -1.749 0.796 -0.083
C 3.245 -1.581 -2.141 -0.153 -0.218 0.097 -0.120
C 4.477 -2.061 -1.784 -0.184 -3.093 1.173 -0.075
C 4.581 -3.412 -1.291 0.543 1.907 -1.276 -0.066
H 3.557 -5.296 -0.960 0.184 0.019 -0.040 0.102
H 1.449 -4.488 -1.789 -0.404 0.043 -0.156 0.093
H 1.173 -2.000 -2.401 0.453 -0.427 -0.115 0.093
H 3.132 -0.542 -2.324 -0.218 0.766 -0.476 0.087
H 5.357 -1.480 -1.843 0.724 0.678 0.118 0.086
H 5.599 -3.682 -1.020 -0.352 -0.486 0.222 0.096
C 0.903 3.671 0.396 -1.393 0.637 2.147 -0.107
C 0.884 2.805 1.518 0.050 -0.360 -0.494 -0.075
C 2.009 1.978 1.770 -2.540 0.032 1.261 -0.103
C 3.054 2.032 0.909 1.952 -2.151 -0.063 -0.129
C 3.015 2.836 -0.215 2.936 -1.164 -1.486 -0.126
C 1.966 3.651 -0.466 -0.695 1.124 -0.484 -0.136
H 0.147 4.504 0.327 0.500 -1.366 -0.222 0.123
H -0.045 2.650 2.098 0.744 0.485 -0.106 0.099
H 1.966 1.248 2.619 0.117 0.849 -0.902 0.109
H 3.852 1.231 1.088 -0.782 1.598 -0.526 0.129
H 3.873 2.757 -0.962 -1.213 0.244 1.106 0.125
H 1.923 4.319 -1.312 0.296 -0.002 -0.213 0.103
C -4.746 3.124 3.202 0.331 -0.362 1.077 -0.109
C -3.720 3.438 4.088 1.127 0.781 0.629 -0.100
C -2.673 2.536 4.296 0.503 -0.721 -1.263 -0.090
C -2.676 1.297 3.631 0.304 0.547 -0.032 -0.089
C -3.732 0.952 2.803 -0.697 1.342 0.685 -0.104
C -4.778 1.858 2.622 -1.553 0.234 -0.523 -0.102
H -5.561 3.822 3.103 -0.178 0.031 -0.278 0.094
H -3.636 4.417 4.621 -0.411 -0.805 -0.687 0.112
H -1.693 2.753 4.735 -0.784 0.429 0.530 0.106
H -1.777 0.684 3.697 -0.394 -0.058 0.041 0.075
H -3.796 0.008 2.355 0.081 -1.284 -0.635 0.080
H -5.749 1.633 2.077 1.618 -0.100 0.382 0.120
C 0.065 -1.466 4.374 -0.297 0.074 -0.531 -0.145
O 0.095 -0.360 3.483 0.149 -0.180 -0.440 -0.173
H -0.956 -1.653 4.709 -0.157 -0.086 -0.011 0.073
H 0.455 -2.377 3.903 0.024 0.173 0.169 0.083
H 0.644 -1.192 5.231 0.483 -0.132 0.627 0.067
H 0.331 -0.701 2.601 -0.073 0.104 0.141 0.030
C -1.560 1.007 -0.191 0.385 1.277 -0.968 -0.160
O -2.749 0.748 -0.909 0.774 -0.290 -1.158 -0.099
H -0.707 1.042 -0.883 -0.402 -0.541 -0.184 0.072
H -1.523 2.015 0.175 -0.470 0.613 0.602 0.061
H -1.276 0.357 0.593 -0.186 -0.972 0.912 0.044
H -3.538 0.556 -0.420 -0.113 0.049 1.003 0.064
C -0.681 -2.389 0.625 0.873 0.713 -0.759 -0.110
O 0.537 -1.800 1.120 1.463 -0.027 -1.665 -0.182
H -1.222 -2.541 1.545 -0.733 -0.282 -0.079 0.073
H -1.191 -1.638 -0.065 0.365 -1.338 0.726 0.085
H -0.415 -3.355 0.130 -0.662 0.722 0.243 0.088
H 1.223 -1.817 0.381 -1.267 0.118 1.409 0.105

[5]
11
Properties=species:S:1:pos:R:3:forces:R:3:lowdin_charge:R:1 method="wB97M-V/def2-TZVPD" largest_force_ev_per_a=3.8 spin_multiplicity=1 relative_energy_kcal_mol=129.8 homo_lumo_gap_ev=7.48 lumo_energy_ev=0.305
C -0.589 1.083 -1.433 0.788 -0.292 -0.431 -0.540
C -1.182 -0.851 -0.205 0.224 0.209 0.152 -0.207
C 0.729 0.787 0.788 -0.813 -0.817 -1.363 -0.524
N -1.062 -0.070 -1.195 -0.445 -1.903 1.130 -0.033
N -0.833 -2.064 0.252 1.821 -0.362 0.159 0.041
O 1.614 0.902 1.708 2.209 2.567 1.670 -0.094
S 0.843 1.674 -0.659 0.654 0.748 1.575 0.928
H -0.657 1.564 -2.362 -0.814 0.361 -1.262 0.030
H 0.148 -2.573 0.164 -2.545 1.686 -0.367 0.155
H -1.217 -2.221 1.186 0.188 -0.119 -0.659 0.086
H 2.205 1.770 1.757 -1.267 -2.078 -0.604 0.159

[6]
61
Properties=species:S:1:pos:R:3:forces:R:3:mulliken_spin:R:1 method="wB97M-V/def2-TZVPD" charge=-2 largest_force_ev_per_a=9.2 spin_multiplicity=4 s_squared=3.78 homo_lumo_gap_ev="3.19 / 3.19" lumo_energy_ev="3.340 / 3.337"
Cr 0.393 -1.529 -0.661 -1.008 0.532 3.636 2.995
O 0.959 -0.075 0.505 -0.258 0.467 -0.878 -0.023
H 1.808 0.125 0.944 -0.563 -1.022 -0.675 0.010
S 0.975 -3.994 1.209 -2.495 -5.354 7.003 -0.002
O 2.115 -4.626 1.867 5.025 -0.920 -3.368 -0.010
O 1.268 -2.740 0.497 1.475 3.012 -2.294 -0.009
O 0.228 -4.878 0.329 0.323 0.319 -1.267 0.004
O 0.334 -3.805 2.527 -3.549 2.924 -0.762 0.008
S -2.700 -2.323 0.064 -7.098 -2.675 1.917 0.001
O -3.318 -2.430 1.399 2.307 -1.752 1.241 0.002
O -3.646 -1.353 -0.441 -0.245 2.476 -4.355 0.005
O -1.358 -1.760 0.101 5.127 1.811 -0.301 0.031
O -2.698 -3.566 -0.725 0.790 0.478 -0.038 0.005
C -2.263 1.736 1.061 -1.342 -3.494 1.797 -0.001
O -3.050 0.765 1.057 1.996 3.864 -0.224 0.000
N -2.426 2.945 1.701 0.391 1.325 -0.732 0.000
C -1.371 3.951 1.365 -1.092 0.475 0.347 0.000
C -3.749 3.379 2.171 0.271 -1.408 0.735 0.000
H -1.179 1.666 0.881 -0.025 -0.659 -0.965 -0.001
H -1.721 4.682 0.636 -0.429 0.247 -0.057 0.000
H -0.450 3.598 0.900 -0.260 -0.923 0.308 0.000
H -1.069 4.508 2.252 -0.090 -0.023 0.148 0.000
H -4.206 2.558 2.724 0.273 -0.680 -0.271 0.000
H -3.699 4.076 3.007 0.252 0.851 -0.711 0.000
H -4.492 3.536 1.390 0.245 0.806 -0.170 0.000
C 2.722 -1.604 -2.846 -0.157 -0.986 2.380 0.004
O 2.031 -1.424 -1.804 1.994 -0.363 -3.167 -0.005
N 3.661 -2.573 -2.943 1.712 -1.057 0.470 0.006
C 4.638 -2.673 -4.021 -0.738 1.440 -1.942 0.000
C 4.051 -3.585 -1.886 -0.675 1.159 0.104 0.001
H 2.672 -1.003 -3.767 -0.312 0.148 0.298 0.001
H 5.638 -2.252 -3.914 0.220 -0.395 1.379 0.000
H 4.369 -2.019 -4.851 -0.818 0.079 -0.223 0.000
H 4.718 -3.648 -4.501 -0.166 -0.259 0.607 0.000
H 3.986 -4.590 -2.304 -0.531 0.101 0.099 0.000
H 5.098 -3.455 -1.614 0.070 0.382 -0.145 0.000
H 3.460 -3.415 -0.986 -0.293 -0.417 -0.074 -0.001
C 1.489 0.832 5.475 -0.854 -1.221 -2.384 0.000
O 2.117 1.712 6.023 0.170 0.878 0.249 0.000
N 0.957 0.865 4.190 0.114 2.244 0.586 0.000
C 0.076 -0.174 3.579 0.528 -0.260 1.109 0.003
C 0.959 2.196 3.449 0.294 -2.142 0.652 -0.002
H 1.380 -0.158 5.945 -0.225 -0.088 -0.088 0.000
H 0.592 -1.117 3.760 -0.527 -0.319 -0.207 0.001
H -0.077 -0.076 2.504 0.566 0.271 0.031 -0.005
H -0.921 -0.163 4.019 0.028 -0.098 0.212 0.000
H -0.036 2.640 3.481 -0.018 0.030 -0.038 0.000
H 1.713 2.876 3.846 -0.087 -0.190 0.082 0.000
H 1.207 1.858 2.442 -0.137 0.630 -0.264 0.002
C -1.453 0.000 -2.641 0.351 0.807 0.028 -0.007
O -0.391 -0.200 -2.022 -1.318 0.053 -0.656 -0.016
N -1.728 1.196 -3.196 -1.527 1.475 0.578 0.004
C -2.692 1.269 -4.291 0.457 0.111 -0.335 0.000
C -1.130 2.508 -2.830 1.381 -1.532 -0.350 -0.001
H -2.309 -0.637 -2.912 0.789 -1.081 0.751 -0.001
H -2.069 1.750 -5.045 -0.602 0.026 -0.760 0.000
H -3.619 1.826 -4.161 0.266 0.491 0.696 0.000
H -3.065 0.312 -4.658 0.622 -0.282 0.219 0.000
H -0.391 2.703 -3.606 0.295 0.321 -0.024 0.000
H -1.750 3.404 -2.781 -0.783 -0.651 0.040 0.000
H -0.585 2.373 -1.895 -0.111 0.014 0.022 0.000